--- 1 ---
Formula: C3H8NS
Source: the Open Molecules 2025 dataset
Level of theory: ωB97M-V/def2-TZVPD

Lowest unoccupied orbital energy   3.811 eV
Net charge   -1

Last column: Mulliken charge in e.
CARTESIAN COORDINATES (ANGSTROEM)
C -2.49710 0.70077 2.82116  -0.732
S -1.82797 0.13936 1.15489  -0.749
H -3.34310 1.36504 2.68693  0.191
H -1.69495 1.03016 3.47834  0.187
H -2.88864 -0.22457 3.26076  0.157
C 1.81394 -0.62608 -2.58818  -0.774
C 1.17515 0.12546 -0.51343  -0.078
N 1.95586 0.32013 -1.49350  -0.539
H 1.98189 -1.60583 -2.12745  0.374
H 0.93088 -0.57525 -3.22481  0.250
H 2.62071 -0.48088 -3.31892  0.247
H 1.11899 0.66891 0.41853  0.276
H 0.65435 -0.83722 -0.55430  0.191

***

--- 2 ---
Formula: C3H8NS
Source: the Open Molecules 2025 dataset
Level of theory: ωB97M-V/def2-TZVPD

Lowest unoccupied orbital energy   4.187 eV
Net charge   -1

Last column: Mulliken charge in e.
CARTESIAN COORDINATES (ANGSTROEM)
C -0.70308 0.92031 2.02641  -0.866
S -1.88233 1.05515 0.65613  -0.660
H 0.20061 1.55520 2.02673  0.227
H -1.14702 1.12420 3.00707  0.274
H -0.27616 -0.09240 2.05131  0.147
C 0.61543 -1.47313 -0.76584  -0.189
C 0.29045 0.52165 -1.90633  -0.091
N 0.43752 -0.72574 -1.98277  -0.472
H 0.23945 -0.94968 0.12531  -0.118
H 1.67846 -1.69045 -0.65074  0.240
H 0.10331 -2.43959 -0.77647  0.224
H 0.54255 1.12853 -2.78198  0.256
H -0.09920 1.06595 -1.02882  0.027

***

--- 3 ---
Formula: C3H8NS
Source: the Open Molecules 2025 dataset
Level of theory: ωB97M-V/def2-TZVPD

Lowest unoccupied orbital energy   4.243 eV
Net charge   -1
SMILES string   C[C@@H](N)C[S-]

Last column: Mulliken charge in e.
CARTESIAN COORDINATES (ANGSTROEM)
C 0.34586 -0.68028 1.59118  -1.546
C -0.63120 0.25512 0.88383  0.493
N 0.00023 1.61365 0.77363  -0.785
C -0.97793 -0.25747 -0.49784  -0.983
S 0.51337 -0.50632 -1.60810  -0.656
H 1.17468 -0.90486 0.95044  0.365
H 0.82165 -0.20840 2.45006  0.414
H -0.15055 -1.63328 1.79992  0.371
H -1.41947 0.36975 1.64574  0.194
H 0.08055 1.76505 -0.22971  0.325
H 0.96697 1.51870 1.06096  0.231
H -1.60241 0.37665 -1.12347  0.283
H -1.41433 -1.26274 -0.46105  0.296

***

--- 4 ---
Formula: C3H8NS
Source: the Open Molecules 2025 dataset
Level of theory: ωB97M-V/def2-TZVPD

Lowest unoccupied orbital energy   4.276 eV
Net charge   -1

Last column: Mulliken charge in e.
CARTESIAN COORDINATES (ANGSTROEM)
S 1.80883 -1.34451 1.10747  -0.784
H 2.54927 -1.87917 2.10052  -0.080
C 0.50941 1.29400 -0.20423  -1.023
C -0.17119 0.24966 -1.06837  -0.303
C -1.72992 -0.76270 0.28748  -0.092
N -1.58316 0.05722 -0.67582  -0.579
H 1.47239 1.59740 -0.61717  0.294
H -0.13986 2.17554 -0.10483  0.377
H 0.73304 0.91216 0.78847  0.197
H 0.37026 -0.69879 -0.93930  0.258
H -0.18886 0.54065 -2.11944  0.314
H -2.74422 -0.87734 0.66886  0.267
H -0.88598 -1.26413 0.77637  0.153

***

Pick 3: it beats the second-best structure by 0.343 eV.

***

--- 1 ---
Formula: C2H2FP
Source: the Open Molecules 2025 dataset
Level of theory: ωB97M-V/def2-TZVPD

Lowest unoccupied orbital energy   0.786 eV
SMILES string   FC#CP

Last column: Mulliken charge in e.
CARTESIAN COORDINATES (ANGSTROEM)
F 2.80318 0.42750 0.20796  -0.235
C 1.57032 0.04059 0.10962  0.687
C 0.38935 -0.17488 -0.00839  -0.375
P -1.31130 -0.60982 0.21185  -0.144
H -1.87424 -0.23513 -1.15536  0.055
H -1.57732 0.55174 0.63431  0.012

***

--- 2 ---
Formula: C2H2FP
Source: the Open Molecules 2025 dataset
Level of theory: ωB97M-V/def2-TZVPD

Lowest unoccupied orbital energy   -0.670 eV

Last column: Mulliken charge in e.
CARTESIAN COORDINATES (ANGSTROEM)
C 1.71312 0.33184 0.50620  -0.199
C 0.55658 0.04564 0.31389  -0.434
F -2.24792 0.82513 -0.38894  -0.264
P -1.66537 -0.68868 0.03197  0.481
H 2.75958 0.42145 0.72932  0.322
H -1.11599 -0.93538 -1.19245  0.093

***

Pick 2: it beats the second-best structure by 0.054 eV.

***

--- 1 ---
Formula: C17H27ClN2O3S2
Source: the Open Molecules 2025 dataset
Level of theory: ωB97M-V/def2-TZVPD

Lowest unoccupied orbital energy   0.397 eV
SMILES string   CCS[C@H](C)C(=O)N(C)CCOCCN(C)C(=O)c1c(C)csc1Cl

Last column: Mulliken charge in e.
CARTESIAN COORDINATES (ANGSTROEM)
C -2.01095 -4.05703 -1.25194  -1.327
C -0.65980 -3.38919 -1.34996  -0.238
S -0.26437 -2.66589 0.25551  -0.132
C 1.16387 -1.65715 -0.21705  1.333
C 2.33635 -2.48397 -0.63408  -1.727
C 1.56249 -0.81441 0.96717  0.207
O 2.52975 -1.13443 1.61146  -0.691
N 0.85680 0.31139 1.24514  0.204
C 1.28688 1.07594 2.37565  -1.196
C -0.32946 0.79271 0.60419  -0.264
C -1.59876 0.57679 1.40146  -0.373
O -2.70068 1.10504 0.71324  -0.400
C -3.22273 0.27439 -0.29096  0.321
C -4.09862 1.12034 -1.19151  -1.509
N -3.51063 1.55209 -2.42614  0.288
C -3.48972 0.60401 -3.49137  -1.003
C -3.01227 2.81415 -2.52041  0.436
O -3.07143 3.59695 -1.60168  -0.606
C -2.39618 3.21223 -3.86639  -0.382
C -1.08852 2.84125 -4.31694  0.348
C -0.15111 2.04646 -3.49761  -0.954
C -0.80328 3.32959 -5.53074  -0.718
S -2.09377 4.23785 -6.16321  -0.220
C -3.03234 3.95488 -4.76537  0.886
Cl -4.61497 4.57593 -4.63481  -0.220
H -2.27931 -4.49016 -2.21549  0.389
H -1.99818 -4.85713 -0.51137  0.376
H -2.78951 -3.34831 -0.96067  0.264
H 0.09990 -4.11979 -1.62675  0.380
H -0.65768 -2.60475 -2.11479  0.275
H 0.86720 -1.00317 -1.05026  -0.219
H 3.19465 -1.84354 -0.83444  0.432
H 2.61319 -3.18193 0.15015  0.333
H 2.09410 -3.04010 -1.54116  0.458
H 2.24264 0.70009 2.70255  0.412
H 1.38328 2.12398 2.08275  0.328
H 0.57722 1.00151 3.20374  0.339
H -0.21746 1.86993 0.42455  0.290
H -0.45723 0.33645 -0.37802  -0.306
H -1.71850 -0.49276 1.62440  0.270
H -1.56621 1.11508 2.35096  0.348
H -2.42791 -0.23668 -0.85598  -0.037
H -3.84066 -0.51100 0.18016  0.359
H -4.98930 0.53911 -1.46020  0.534
H -4.43737 1.98815 -0.63802  0.417
H -3.12318 1.06760 -4.39916  0.413
H -2.84808 -0.25094 -3.24837  0.187
H -4.50270 0.23467 -3.67404  0.359
H 0.84997 2.07330 -3.91972  0.512
H -0.10424 2.44505 -2.47964  0.199
H -0.47537 1.00072 -3.42721  0.141
H 0.11221 3.22004 -6.08812  0.486

***

--- 2 ---
Formula: C17H27ClN2O3S2
Source: the Open Molecules 2025 dataset
Level of theory: ωB97M-V/def2-TZVPD

Lowest unoccupied orbital energy   0.399 eV
SMILES string   CCS[C@H](C)C(=O)N(C)CCOCCN(C)C(=O)c1c(C)csc1Cl

Last column: Mulliken charge in e.
CARTESIAN COORDINATES (ANGSTROEM)
C 0.73676 -0.27908 -2.85054  -1.506
C -0.42927 0.15131 -1.97383  0.722
S -0.29361 1.90707 -1.56611  -0.262
C -1.53537 2.03468 -0.24432  1.809
C -2.96040 1.94374 -0.77355  -1.691
C -1.32058 3.33588 0.52551  0.149
O -2.01637 4.30455 0.27060  -0.706
N -0.38170 3.35892 1.50209  0.132
C -0.15933 4.56692 2.27173  -1.126
C 0.53158 2.27182 1.78234  0.473
C 1.91746 2.43068 1.15364  -0.474
O 2.67648 1.27643 1.43048  -0.502
C 2.37728 0.20865 0.56288  0.830
C 2.15820 -1.03634 1.41631  -1.123
N 1.22525 -2.00208 0.85706  0.395
C 1.77816 -3.32160 0.58726  -1.082
C -0.07682 -1.66679 0.72957  -0.341
O -0.49032 -0.54847 1.01834  -0.909
C -1.00230 -2.70296 0.21805  -0.114
C -1.10221 -3.11784 -1.14079  0.428
C -0.27949 -2.58591 -2.27654  -1.516
C -2.03315 -4.10819 -1.29448  -0.594
S -2.80802 -4.53167 0.17488  -0.203
C -1.86698 -3.37942 1.03259  0.814
Cl -2.06917 -3.20664 2.72693  -0.220
H 0.63926 -1.32520 -3.13929  0.565
H 0.77992 0.31552 -3.76420  0.434
H 1.68727 -0.15515 -2.32803  0.200
H -1.37159 -0.02240 -2.49611  0.718
H -0.45590 -0.43079 -1.04795  -0.765
H -1.38124 1.18758 0.43069  -0.456
H -3.68341 2.05408 0.03582  0.391
H -3.15645 2.72742 -1.50381  0.359
H -3.13502 0.97861 -1.24895  0.416
H -0.91272 5.31553 2.05098  0.392
H -0.20366 4.34194 3.33879  0.324
H 0.81961 4.99561 2.04687  0.324
H 0.65709 2.15117 2.86187  0.445
H 0.11189 1.31351 1.47286  -0.681
H 1.85378 2.61138 0.07820  0.309
H 2.43712 3.28742 1.58687  0.331
H 1.46310 0.41946 -0.00023  -0.592
H 3.16794 0.06596 -0.18330  0.361
H 3.09927 -1.48575 1.72471  0.440
H 1.70043 -0.67723 2.34524  0.296
H 1.04199 -4.00941 0.17932  0.432
H 2.59981 -3.24494 -0.12747  0.314
H 2.16738 -3.76017 1.50858  0.387
H -0.02310 -3.37940 -2.97921  0.597
H -0.82670 -1.82375 -2.83341  0.396
H 0.66103 -2.14759 -1.93979  0.166
H -2.31315 -4.60708 -2.20916  0.513

***

Pick 1: it beats the second-best structure by 1.305 eV.

***

--- 1 ---
Formula: C5H10S2
Source: the Open Molecules 2025 dataset
Level of theory: ωB97M-V/def2-TZVPD

Lowest unoccupied orbital energy   0.860 eV
SMILES string   CCS[C@@H]1S[C@H]1C

Last column: Mulliken charge in e.
CARTESIAN COORDINATES (ANGSTROEM)
C 2.81548 1.70450 -0.25702  -1.228
C 1.57880 0.98522 -0.65688  -0.222
S 0.52641 0.65233 0.80228  -0.130
C -0.76023 -0.25076 -0.09286  -0.077
S -2.31783 0.55463 -0.59917  -0.143
C -1.95782 -0.72818 0.68279  -0.325
C -2.49607 -2.11356 0.53608  -0.933
H 2.61183 2.45665 0.49264  0.340
H 3.55186 1.12432 0.41815  0.294
H 3.29715 2.21627 -1.08790  0.332
H 1.95411 0.01162 -1.15648  0.280
H 1.03449 1.55046 -1.43297  0.303
H -0.36609 -0.83895 -0.97116  0.358
H -1.77453 -0.29332 1.74123  0.341
H -2.72442 -2.17612 -0.52296  0.283
H -3.39746 -2.22244 1.26347  0.264
H -1.57568 -2.63268 0.84076  0.263

***

--- 2 ---
Formula: C5H10S2
Source: the Open Molecules 2025 dataset
Level of theory: ωB97M-V/def2-TZVPD

Lowest unoccupied orbital energy   0.751 eV

Last column: Mulliken charge in e.
CARTESIAN COORDINATES (ANGSTROEM)
C -0.69995 3.03116 0.24300  -0.688
C -0.17380 0.70096 1.31502  -0.480
C 0.70112 -1.38700 -0.35269  0.547
C -0.44748 -1.83249 -1.16066  -0.893
C 1.69373 -2.30369 -0.18790  -0.719
H -0.26391 2.63623 -0.81037  0.232
H -1.69552 2.56748 0.42227  0.219
H -0.61637 4.23278 0.27281  0.290
H 0.11725 0.24478 2.31584  0.252
H -1.33275 0.40808 1.20492  0.338
H -0.30414 -2.97976 -1.27956  0.279
H -0.41352 -1.49277 -2.51648  0.198
H -1.55145 -1.12363 -0.76201  0.210
H 2.53960 -2.06580 0.37959  0.372
H 1.38972 -3.28176 -0.83477  0.098
S 0.07586 2.32106 1.66829  -0.099
S 0.98164 0.32437 0.08268  -0.156

***

Pick 1: it beats the second-best structure by 3.205 eV.

***

--- 1 ---
Formula: C3H2N2O2
Source: the Open Molecules 2025 dataset
Level of theory: ωB97M-V/def2-TZVPD

Lowest unoccupied orbital energy   -1.035 eV
SMILES string   N=C=C=NOC=O

Last column: Mulliken charge in e.
CARTESIAN COORDINATES (ANGSTROEM)
N 2.59474 -0.77194 0.30714  -0.521
C 1.51120 -0.58833 -0.24782  0.396
C 0.42818 -0.57039 -0.93913  0.306
N -0.67779 -0.44608 -1.50536  -0.433
O -1.48721 0.60395 -0.94355  -0.156
C -1.64615 0.61268 0.40119  0.200
O -1.10729 -0.09699 1.20241  -0.456
H 2.76738 -0.13726 1.09005  0.300
H -2.38304 1.39436 0.63506  0.364

***

--- 2 ---
Formula: C3H2N2O2
Source: the Open Molecules 2025 dataset
Level of theory: ωB97M-V/def2-TZVPD

Lowest unoccupied orbital energy   -0.689 eV
SMILES string   O=Cc1ncno1

Last column: Mulliken charge in e.
CARTESIAN COORDINATES (ANGSTROEM)
O -2.53091 -0.61768 -0.59837  -0.413
C -1.79123 0.20261 -0.12023  -0.054
C -0.32106 -0.01694 0.01903  0.635
N 0.58626 0.90782 0.06448  -0.500
C 1.73036 0.15606 0.10748  -0.058
N 1.53753 -1.13308 0.11256  -0.270
O 0.16716 -1.25475 0.04758  -0.069
H -2.12634 1.19174 0.23806  0.337
H 2.72334 0.58532 0.12858  0.392

***

Pick 2: it beats the second-best structure by 2.615 eV.

***

--- 1 ---
Formula: C3H2N2O2
Source: the Open Molecules 2025 dataset
Level of theory: ωB97M-V/def2-TZVPD

Lowest unoccupied orbital energy   -1.141 eV

Last column: Mulliken charge in e.
CARTESIAN COORDINATES (ANGSTROEM)
O -1.46994 0.26786 -1.44707  -0.453
C -1.48926 0.05148 -0.27635  0.290
C -0.36749 1.01129 0.61165  0.160
N 0.81418 1.05141 0.39597  -0.229
C 1.52799 -0.09550 0.02617  -0.068
N 0.85578 -1.19150 -0.01704  -0.150
O -0.39668 -1.12265 0.35342  -0.300
H -2.32046 -0.21868 0.38411  0.343
H 2.57461 -0.04816 -0.23075  0.407

***

--- 2 ---
Formula: C3H2N2O2
Source: the Open Molecules 2025 dataset
Level of theory: ωB97M-V/def2-TZVPD

Lowest unoccupied orbital energy (spin up / spin down)   -1.475 / -1.474 eV
SMILES string   N=C=C=O.N=C=O

Last column: Mulliken charge in e.
CARTESIAN COORDINATES (ANGSTROEM)
N 0.97800 -0.90725 -0.80890  -0.434
C 0.04702 -0.53213 -1.54778  0.097
C -0.48848 0.37526 -2.39877  0.406
O -1.40523 0.91480 -2.87152  -0.323
H 1.73869 -0.31041 -0.54792  0.252
N -0.87249 -0.13792 2.00824  -0.408
C 0.17996 0.34266 2.26511  0.553
O 1.17912 0.81510 2.67896  -0.458
H -1.35660 -0.56010 1.22257  0.316

***

Pick 2: it beats the second-best structure by 1.912 eV.

***

--- 1 ---
Formula: C3H2N2O2
Source: the Open Molecules 2025 dataset
Level of theory: ωB97M-V/def2-TZVPD

Lowest unoccupied orbital energy   -0.690 eV

Last column: Mulliken charge in e.
CARTESIAN COORDINATES (ANGSTROEM)
C 0.61964 -1.48786 0.72251  0.042
C 0.38971 -0.16983 0.09686  0.674
C -0.88927 1.19205 -0.59894  0.114
H -0.42539 -2.16212 0.41756  0.200
H -1.89800 1.43715 -1.10500  0.312
N 1.03992 0.92191 0.03812  -0.239
N 0.25725 1.89748 -0.42418  -0.408
O 1.73686 -1.57796 1.28263  -0.449
O -0.83071 -0.05083 -0.42956  -0.247

***

--- 2 ---
Formula: C3H2N2O2
Source: the Open Molecules 2025 dataset
Level of theory: ωB97M-V/def2-TZVPD

Lowest unoccupied orbital energy   -0.704 eV
SMILES string   O=Cc1ncno1

Last column: Mulliken charge in e.
CARTESIAN COORDINATES (ANGSTROEM)
O -2.54626 -0.62369 -0.47576  -0.414
C -1.78800 0.16029 0.03350  -0.058
C -0.30941 -0.03187 0.03670  0.634
N 0.57267 0.91079 0.15236  -0.498
C 1.73684 0.20460 0.01193  -0.060
N 1.58130 -1.07920 -0.15144  -0.270
O 0.21193 -1.24275 -0.14510  -0.069
H -2.12005 1.09399 0.51779  0.342
H 2.71720 0.66040 0.02554  0.393

***

Pick 2: it beats the second-best structure by 1.492 eV.